A cluster of 2 separate species, C5H14N2O2 in total in a non-equilibrium geometry, computed with ωB97M-V/def2-TZVPD.

Element x y z (Å)
N 2.504 2.998 -0.147
C 1.675 1.975 0.426
C 1.515 0.727 -0.057
C 0.593 -0.165 0.761
C -0.820 0.337 0.599
N -1.083 0.845 -0.791
C -1.695 -0.871 0.930
O -1.050 -2.081 0.431
H 3.318 3.239 0.496
H 2.836 2.831 -1.037
H 1.209 2.258 1.405
H 1.943 0.405 -1.020
H 0.858 -0.270 1.844
H 0.672 -1.299 0.426
H -1.141 1.168 1.379
H -0.302 1.444 -1.005
H -0.911 0.126 -1.485
H -2.616 -0.574 0.410
H -1.762 -0.957 2.104
H -1.437 -2.847 0.872
O -1.667 -3.259 -2.413
H -1.698 -2.313 -2.055
H -0.941 -3.718 -2.070

Results
orbital gap	0.334	Ha
multiplicity	1
HOMO	-8.435	eV
ΔE to the lowest compared entry with this formula, charge and spin	78.20	kcal per mole
total energy	-12484.9368	eV


The ion C5H11INO with charge +1 in a non-equilibrium geometry, computed with ωB97M-V/def2-TZVPD.

Element x y z (Å)
C -1.795 -0.750 -1.410
C -1.345 -0.849 0.068
C 0.079 -0.375 0.208
O 0.798 -0.797 -0.880
I 2.519 -1.843 -0.682
C 0.784 -0.239 1.502
N 0.435 1.004 0.799
C 1.401 1.780 -0.014
H -1.568 0.154 -1.858
H -2.900 -1.081 -1.417
H -1.247 -1.488 -1.882
H -1.334 -1.820 0.513
H -2.173 -0.340 0.597
H 0.204 -0.519 2.318
H 1.764 -0.386 1.679
H -0.294 1.633 1.133
H 1.159 1.561 -0.998
H 1.080 2.812 0.170
H 2.433 1.544 0.154

Results
orbital gap	0.319	Ha
total charge	+1
multiplicity	1
HOMO	-13.759	eV
ΔE to the lowest compared entry with this formula, charge and spin	57.82	kcal per mole
total energy	-16992.0721	eV


A structure of composition C44H48N8O2Sb2Y in a non-equilibrium geometry, computed with ωB97M-V/def2-TZVPD.

Element x y z (Å)
Y 1.498 -0.444 -0.081
C -0.731 -4.518 -0.223
C 0.214 -5.484 0.135
C 1.399 -5.062 0.676
C 1.652 -3.682 0.861
N 0.760 -2.745 0.449
C -0.401 -3.193 -0.058
N 2.770 -3.410 1.558
C 3.339 -2.282 1.825
N 3.103 -1.030 1.316
C 3.925 -0.144 1.976
N 4.085 1.124 1.824
C 3.453 2.023 1.038
C 4.125 3.259 0.918
C 3.533 4.300 0.253
C 2.262 4.102 -0.288
C 1.672 2.865 -0.146
N 2.229 1.827 0.488
C 4.736 -0.867 2.964
C 5.668 -0.444 3.891
C 6.267 -1.417 4.685
C 5.945 -2.761 4.545
C 5.001 -3.185 3.617
C 4.398 -2.217 2.838
H -1.691 -4.797 -0.625
H 0.012 -6.534 -0.010
H 2.166 -5.751 0.992
H -1.120 -2.429 -0.346
H 5.098 3.341 1.373
H 4.031 5.254 0.161
H 1.750 4.894 -0.809
H 0.678 2.697 -0.556
H 5.910 0.601 3.995
H 6.994 -1.121 5.427
H 6.428 -3.489 5.181
H 4.745 -4.227 3.507
C 0.029 1.392 -3.524
Sb -0.919 0.672 -1.733
C -2.267 2.389 -1.622
C -2.459 -0.690 -2.612
C -2.343 -0.782 -4.083
C -2.982 0.185 -4.860
C -2.868 0.197 -6.236
C -2.110 -0.777 -6.864
C -1.493 -1.756 -6.109
C -1.590 -1.785 -4.718
C -0.907 -2.862 -3.969
Sb 0.882 -2.059 -2.925
C 1.819 -1.513 -4.796
C 1.988 -3.921 -2.776
H -0.426 0.917 -4.390
H 1.085 1.146 -3.474
H -0.091 2.470 -3.600
H -2.549 2.681 -2.630
H -1.784 3.228 -1.130
H -3.162 2.124 -1.067
H -3.403 -0.234 -2.321
H -2.364 -1.663 -2.131
H -3.586 0.930 -4.361
H -3.364 0.961 -6.814
H -2.012 -0.782 -7.939
H -0.925 -2.530 -6.603
H -0.572 -3.651 -4.635
H -1.549 -3.303 -3.209
H 1.662 -2.324 -5.505
H 2.883 -1.375 -4.628
H 1.392 -0.599 -5.199
H 2.086 -4.397 -3.746
H 1.491 -4.600 -2.089
H 2.973 -3.680 -2.384
C -4.034 6.053 2.217
C -4.243 4.647 2.680
C -3.995 3.565 1.849
C -4.210 2.263 2.270
C -4.673 2.017 3.557
N -4.966 0.733 4.051
C -4.686 -0.507 3.571
O -5.350 -1.477 3.846
N -3.583 -0.640 2.711
C -2.330 -0.084 2.816
C -1.900 0.703 3.890
C -0.599 1.166 3.883
C 0.245 0.852 2.828
N -0.154 0.116 1.786
C -1.408 -0.329 1.795
C -4.925 3.099 4.399
C -4.714 4.391 3.964
H -3.750 6.083 1.169
H -3.254 6.536 2.803
H -4.947 6.631 2.345
H -3.646 3.736 0.842
H -4.049 1.452 1.577
H -5.693 0.715 4.757
H -3.646 -1.489 2.162
H -2.556 0.920 4.716
H -0.231 1.762 4.701
H 1.270 1.200 2.818
H -1.727 -0.928 0.947
H -5.304 2.921 5.395
H -4.930 5.216 4.625
C 3.949 -0.077 -1.926
O 2.566 -0.102 -1.731
H 4.164 0.254 -2.951
H 4.391 -1.079 -1.796
H 4.450 0.619 -1.235

Results
orbital gap	0.253	Ha
total charge	+1
multiplicity	1
HOMO	-10.133	eV
ΔE to the lowest compared entry with this formula, charge and spin	26.21	kcal per mole
total energy	-76540.3844	eV


An isolated molecule of C4H9N3O3 in a non-equilibrium geometry, computed with ωB97M-V/def2-TZVPD.

Element x y z (Å)
C 2.053 -1.802 0.105
N 2.006 -0.425 -0.279
C 1.162 0.379 0.154
O 1.145 1.645 -0.245
C 0.362 2.577 0.486
O 0.222 0.061 1.172
N -1.046 -0.326 0.684
O -1.890 -0.514 1.517
N -1.034 -0.400 -0.542
C -2.228 -0.743 -1.252
H 2.362 -2.373 -0.770
H 1.108 -2.197 0.488
H 2.816 -1.925 0.877
H 0.487 2.450 1.564
H -0.699 2.490 0.229
H 0.720 3.560 0.188
H -1.961 -1.503 -1.985
H -3.024 -1.100 -0.597
H -2.562 0.144 -1.794

Results
orbital gap	0.386	Ha
multiplicity	1
HOMO	-9.716	eV
ΔE to the lowest compared entry with this formula, charge and spin	134.29	kcal per mole
total energy	-14901.8265	eV


An isolated molecule of C4H11NO2, computed with ωB97M-V/def2-TZVPD.

Element x y z (Å)
C 0.437 -0.558 -2.268
N -0.148 0.399 -1.322
C 0.149 0.095 0.074
C -0.063 1.371 0.884
O 0.440 1.255 2.235
C -0.657 -1.055 0.616
O -0.364 -1.395 1.966
H 0.238 -0.218 -3.280
H 0.058 -1.572 -2.136
H 1.509 -0.592 -2.099
H -1.155 0.366 -1.443
H 1.210 -0.145 0.130
H -1.124 1.585 0.993
H 0.420 2.191 0.367
H 1.311 1.665 2.303
H -0.491 -1.968 0.048
H -1.721 -0.829 0.513
H -0.047 -0.596 2.419

Results
orbital gap	0.365	Ha
multiplicity	1
HOMO	-9.127	eV
ΔE to the lowest compared entry with this formula, charge and spin	34.62	kcal per mole
total energy	-9910.7407	eV


An isolated molecule of C3H4S2 in a non-equilibrium geometry, computed with ωB97M-V/def2-TZVPD.

Element x y z (Å)
C -1.236 0.085 0.455
C 1.269 0.205 -0.022
C -0.097 -0.149 -0.470
S -2.714 0.191 -0.093
S 0.965 -1.608 0.016
H -1.097 0.250 1.461
H 1.876 0.524 -0.733
H 1.507 0.727 0.870
H -0.474 -0.224 -1.483

Results
orbital gap (alpha / beta)	0.281 / 0.234	Ha
multiplicity	3
HOMO (alpha / beta)	-6.729 / -8.857	eV
ΔE to the lowest compared entry with this formula, charge and spin	7.13	kcal per mole
total energy	-24842.3858	eV


An isolated molecule of C4H7NO2, computed with ωB97M-V/def2-TZVPD.

Element x y z (Å)
C -1.018 -1.146 -1.361
C 2.768 0.171 0.369
O 1.856 1.081 0.537
C 0.627 0.821 1.259
C -0.448 0.471 0.266
N -1.433 1.244 0.081
O -0.155 -0.710 -0.324
H -0.616 -2.095 -1.713
H -1.031 -0.424 -2.185
H -2.037 -1.300 -0.986
H 2.417 -0.739 0.939
H 0.354 1.734 1.786
H 0.803 -0.008 1.953
H -2.086 0.899 -0.622

Results
orbital gap	0.343	Ha
multiplicity	1
HOMO	-8.627	eV
ΔE to the lowest compared entry with this formula, charge and spin	106.19	kcal per mole
total energy	-9842.6750	eV


An isolated molecule of CH3O3P in a non-equilibrium geometry, computed with ωB97M-V/def2-TZVPD.

Element x y z (Å)
C 1.307 0.070 0.117
O 0.199 0.941 -0.156
O -0.883 0.023 -0.039
P -2.453 0.261 -0.585
O -3.050 -0.875 0.056
H 2.217 0.722 -0.044
H 1.239 -0.755 -0.465
H 1.423 -0.387 1.117

Results
orbital gap	0.369	Ha
multiplicity	1
HOMO	-10.355	eV
ΔE to the lowest compared entry with this formula, charge and spin	90.89	kcal per mole
total energy	-16514.0565	eV


An isolated molecule of C7H15PSi in a non-equilibrium geometry, computed with ωB97M-V/def2-TZVPD.

Element x y z (Å)
C 0.471 -0.083 -2.178
Si -0.882 0.244 -0.882
C -2.299 1.459 -1.454
C -1.717 -1.391 -0.237
P 0.325 1.605 0.617
C 2.250 0.513 0.267
C 2.352 -0.504 1.081
C 1.274 -0.709 2.097
C 0.379 0.568 2.170
H 0.262 -0.845 -2.974
H 0.758 0.841 -2.756
H 1.301 -0.508 -1.681
H -3.024 1.841 -0.702
H -1.672 2.317 -1.793
H -2.952 1.111 -2.297
H -2.510 -0.997 0.368
H -2.175 -2.127 -0.898
H -0.786 -1.817 0.390
H 2.941 0.733 -0.490
H 3.040 -1.289 0.997
H 0.747 -1.678 1.905
H 1.708 -0.759 3.130
H -0.689 0.216 2.511
H 0.897 1.260 2.808

Results
orbital gap	0.344	Ha
multiplicity	1
HOMO	-8.529	eV
ΔE to the lowest compared entry with this formula, charge and spin	0.00	kcal per mole
total energy	-24666.9102	eV


The ion C3H7N4 with charge +1 in a non-equilibrium geometry, computed with ωB97M-V/def2-TZVPD.

Element x y z (Å)
C -1.692 1.009 0.375
C -0.492 1.904 0.310
C -0.574 -1.118 -0.003
N -1.608 -0.233 0.349
N 0.584 1.464 -0.020
N 0.401 -0.629 -0.821
N 1.715 -0.745 -0.436
H -2.752 1.394 0.373
H -0.757 2.938 0.569
H -0.082 -1.641 0.938
H -1.063 -1.987 -0.467
H 2.252 0.120 -0.559
H 2.117 -1.415 -1.089
H 1.952 -1.061 0.480

Results
orbital gap (alpha / beta)	0.324 / 0.284	Ha
total charge	+1
multiplicity	1
HOMO (alpha / beta)	-14.219 / -13.669	eV
ΔE to the lowest compared entry with this formula, charge and spin	148.02	kcal per mole
total energy	-9172.0977	eV


An isolated molecule of C7H13ClO3Si in a non-equilibrium geometry, computed with ωB97M-V/def2-TZVPD.

Element x y z (Å)
C -1.406 1.476 -2.649
O -0.386 0.651 -2.069
Si -0.360 0.090 -0.559
C 1.475 -0.648 -0.344
C 2.533 0.230 -0.735
Cl 4.168 -0.154 0.025
C -1.782 -1.262 -0.221
C -1.494 -2.338 0.769
O -2.661 -1.234 -1.030
C -0.186 1.499 0.816
C -0.075 1.112 2.249
O -0.140 2.659 0.538
H -1.469 2.343 -2.053
H -2.307 0.832 -2.450
H -1.137 1.635 -3.644
H 1.475 -0.822 0.691
H 1.669 -1.671 -0.933
H 2.777 0.357 -1.867
H 2.329 1.333 -0.426
H -1.117 -3.036 0.059
H -0.897 -1.966 1.700
H -2.482 -2.732 1.079
H 0.204 1.959 2.837
H 0.724 0.247 2.366
H -1.014 0.670 2.562

Results
orbital gap	0.337	Ha
multiplicity	1
HOMO	-8.867	eV
ΔE to the lowest compared entry with this formula, charge and spin	3.37	kcal per mole
total energy	-34011.3865	eV


An isolated molecule of C5H10O, computed with ωB97M-V/def2-TZVPD.

Element x y z (Å)
C 2.050 -0.278 -0.718
C 0.972 0.332 0.149
O 1.196 1.278 0.875
C -0.427 -0.277 0.062
C -1.272 0.627 -0.849
C -1.049 -0.393 1.453
H 2.368 -1.229 -0.274
H 1.677 -0.500 -1.723
H 2.912 0.390 -0.774
H -0.353 -1.271 -0.399
H -0.845 0.709 -1.856
H -1.330 1.633 -0.419
H -2.289 0.232 -0.943
H -1.048 0.586 1.939
H -0.481 -1.083 2.087
H -2.080 -0.756 1.389

Results
orbital gap	0.387	Ha
multiplicity	1
HOMO	-9.532	eV
ΔE to the lowest compared entry with this formula, charge and spin	0.16	kcal per mole
total energy	-7394.7584	eV


> What is the ΔE to the lowest compared entry with this formula, charge and spin in the third record?

26.21 kcal per mole


> Look up the total energy of the ninth one.

-24666.9102 eV